Here is a molecular structure, C29H22ClF5N2O2OsSe in a non-equilibrium geometry from OMol25. Energies are from ωB97M-V with the def2-TZVPD basis set.

Structure (ORCA input):
```
! wB97M-V def2-TZVPD RIJCOSX def2/J DEFGRID3
* xyz 2 5
Os -0.00485 0.23285 -0.34378
C 0.85172 4.76538 1.91010
C -0.08176 3.58048 2.20219
C -0.40662 3.54183 3.69485
C 0.53390 2.29540 1.69133
C 0.68138 1.14472 2.44594
C 1.43419 0.04993 1.96601
C 2.19360 0.12969 0.79670
C 3.19874 -0.91048 0.41037
C 1.94496 1.23648 -0.05720
C 1.00836 2.22730 0.34969
H 0.41456 5.67808 2.31356
H 1.01357 4.92734 0.84407
H 1.82255 4.61808 2.39027
H -1.00804 3.74464 1.63589
H 0.50388 3.40518 4.28420
H -1.10595 2.75245 3.97837
H -0.85163 4.48956 3.99429
H 0.26515 1.08104 3.44304
H 1.51958 -0.83730 2.58306
H 3.00610 -1.29053 -0.59494
H 3.19923 -1.74170 1.11241
H 4.19625 -0.46623 0.40456
H 2.50801 1.36793 -0.96890
H 0.84244 3.05863 -0.31629
F -0.86839 -1.79290 -2.67391
C -0.33838 -0.67202 -3.20018
C 0.07881 0.37811 -2.36132
C 0.58480 1.47783 -3.07270
F 0.98848 2.57580 -2.41912
C 0.68819 1.53339 -4.44370
F 1.17627 2.61455 -5.02632
C 0.28166 0.45075 -5.21131
F 0.38201 0.48606 -6.51616
C -0.23979 -0.66628 -4.57200
F -0.64228 -1.71250 -5.27246
Se -3.04935 -0.98818 -0.98511
N -2.24427 0.24995 0.11793
C -3.09392 0.45325 1.10043
C -2.90702 1.34028 2.19823
C -3.89469 1.45372 3.11108
C -5.13777 0.70944 3.01314
C -5.37500 -0.14306 1.99538
C -4.36402 -0.30457 1.00550
N -4.48850 -1.07811 -0.05199
H -1.99262 1.89979 2.26539
H -3.77624 2.12586 3.95247
H -5.88617 0.85824 3.78131
H -6.29859 -0.69907 1.90565
Cl 1.20336 -8.19612 1.15051
C 0.63324 -6.62011 0.80832
C 1.54939 -5.58274 0.65082
C 1.09011 -4.31374 0.37283
C -0.27956 -4.07631 0.24984
C -1.18772 -5.12567 0.41068
C -0.73382 -6.39810 0.68743
C -0.77524 -2.73986 -0.05551
O -2.03931 -2.54719 -0.01435
O 0.07733 -1.81063 -0.29912
H 2.60812 -5.78689 0.74113
H 1.79383 -3.50366 0.23600
H -2.24862 -4.94070 0.30913
H -1.42365 -7.22290 0.80596
*
```

E_LUMO (spin up / spin down) = -0.262 / -0.334 hartree
orbital gap (spin up / spin down) = 7.00 / 5.04 eV

=====

Here is a molecular structure, C29H22F5N3O6PS2SnTe in a non-equilibrium geometry from OMol25. Energies are from ωB97M-V with the def2-TZVPD basis set.

Structure (ORCA input):
```
! wB97M-V def2-TZVPD RIJCOSX def2/J DEFGRID3
* xyz 1 1
Sn 1.20372 -1.51068 -1.12925
O -1.27627 -2.30785 3.73098
S -1.58695 -1.50218 2.59618
O -1.19596 -0.05409 2.79400
O -1.15396 -2.01363 1.28332
C -3.35431 -1.44886 2.45392
C -4.09189 -1.60475 3.61106
C -5.47905 -1.55057 3.56235
C -6.11342 -1.31730 2.35928
C -5.37133 -1.12715 1.20089
C -3.97875 -1.19771 1.22663
P -3.15061 -0.93567 -0.35473
C -4.35128 -0.18990 -1.44837
C -4.50916 1.19658 -1.42740
C -5.47501 1.78368 -2.22933
C -6.27788 0.99601 -3.04262
C -6.12088 -0.38373 -3.06304
C -5.15649 -0.98141 -2.26850
C -2.64677 -2.45785 -1.13726
C -2.18261 -2.37128 -2.44951
C -1.77954 -3.51844 -3.11328
C -1.85189 -4.74805 -2.47220
C -2.33084 -4.83558 -1.17090
C -2.72686 -3.69101 -0.49774
H -3.57281 -1.79018 4.54178
H -6.05578 -1.68726 4.46699
H -7.19249 -1.26466 2.31130
H -5.89156 -0.91515 0.27927
H -3.87779 1.81141 -0.79792
H -5.59720 2.85816 -2.22112
H -7.02845 1.46033 -3.66853
H -6.74512 -0.99375 -3.70176
H -5.03122 -2.05679 -2.28745
H -2.13573 -1.41129 -2.95073
H -1.41692 -3.45320 -4.13054
H -1.54316 -5.64500 -2.99307
H -2.39721 -5.79739 -0.68008
H -3.08863 -3.75760 0.51920
N 3.70628 -2.11375 2.43739
C 2.93763 -3.23316 2.74138
C 2.98531 -4.14206 3.79186
C 2.02443 -5.13134 3.78747
C 1.04821 -5.21269 2.77902
C 1.00756 -4.31009 1.73976
C 1.97992 -3.31341 1.72923
N 2.18114 -2.26130 0.84828
C 3.20251 -1.57871 1.30679
C 3.62618 -0.36228 0.61806
C 4.62816 0.51367 0.87597
S 4.59223 1.78439 -0.26682
C 3.24992 1.07847 -1.02851
N 2.85123 -0.02654 -0.46865
H 4.46532 -1.74508 2.98411
H 3.72758 -4.07666 4.57546
H 2.01508 -5.86011 4.58620
H 0.30722 -5.99845 2.83136
H 0.24375 -4.35324 0.97426
H 5.36716 0.48460 1.65909
H 2.76980 1.50777 -1.89513
O 2.90958 -2.54897 -2.02612
C 2.98239 -1.83823 -3.08410
O 2.27633 -0.82667 -3.23605
H 3.69333 -2.15075 -3.85840
F 0.20163 1.30687 -0.64929
Te -0.94683 1.16437 0.87358
F -1.49991 2.74158 0.02262
F -2.64427 1.44358 1.63758
F -0.16858 2.31722 2.07979
F 0.58555 0.12915 1.27745
O -2.01108 0.17168 -0.44559
*
```

E_LUMO = -0.163 hartree
orbital gap = 6.83 eV

=====

Here is a molecular structure, C29H22I2N6ORe in a non-equilibrium geometry from OMol25. Energies are from ωB97M-V with the def2-TZVPD basis set.

Structure (ORCA input):
```
! wB97M-V def2-TZVPD RIJCOSX def2/J DEFGRID3
* xyz 2 2
Re -0.75990 0.37219 0.02456
C 4.78720 -2.01021 -3.82074
C 3.85760 -1.40381 -2.83154
C 4.30500 -0.91781 -1.60374
C 3.41320 -0.39851 -0.70244
C 2.03260 -0.28981 -0.96454
N 1.19770 0.25759 -0.00284
C 1.80950 1.09769 0.94246
C 2.77310 2.04349 0.54536
C 3.45670 2.80839 1.45996
C 3.20290 2.69569 2.82926
C 3.88770 3.55199 3.82956
C 2.21920 1.79629 3.23576
C 1.52210 1.02089 2.32366
N 0.47310 0.20939 2.78366
C 0.37230 -0.38991 3.98216
C -0.91190 -0.88181 4.09306
C -1.54010 -0.52611 2.90536
N -0.68920 0.12419 2.10466
C 1.56920 -0.81281 -2.19774
C 2.49240 -1.34111 -3.09414
N 0.22210 -0.74451 -2.60414
C -0.30470 -1.30721 -3.71234
C -1.56800 -0.79121 -3.89874
C -1.75950 0.08269 -2.83524
N -0.68680 0.08559 -2.04014
H 5.82110 -1.74151 -3.61514
H 4.53300 -1.70381 -4.83504
H 4.70610 -3.09931 -3.77354
H 5.35400 -0.94831 -1.35394
H 3.78150 -0.07691 0.25656
H 2.96710 2.16379 -0.50974
H 4.20210 3.50309 1.10976
H 4.78530 4.00569 3.42076
H 4.14880 2.98549 4.72066
H 3.21230 4.35279 4.13556
H 1.97580 1.72239 4.28486
H 1.21110 -0.46711 4.64616
H -1.33420 -1.41631 4.91806
H -2.55420 -0.70361 2.60776
H 2.16570 -1.69791 -4.05604
H 0.20380 -2.05341 -4.28304
H -2.24730 -1.01561 -4.69394
H -2.60950 0.70549 -2.62584
I -4.58430 3.97259 -0.07924
C -4.77870 1.89359 -0.02204
C -6.01140 1.25429 -0.03464
C -6.11080 -0.12611 -0.03564
I -8.03050 -0.98371 -0.05374
C -4.94950 -0.94911 -0.03624
C -4.90740 -2.35311 -0.10874
C -3.68810 -2.99771 -0.12774
C -2.51000 -2.25361 -0.06284
N -2.51120 -0.93271 0.00536
C -3.70040 -0.28421 0.00636
C -3.58820 1.14059 -0.00804
O -2.41860 1.64149 -0.07664
H -6.91210 1.84979 -0.05414
H -5.83060 -2.91211 -0.16674
H -3.62520 -4.07311 -0.18854
H -1.53890 -2.73271 -0.06164
*
```

E_LUMO (spin up / spin down) = -0.308 / -0.286 hartree
orbital gap (spin up / spin down) = 4.45 / 5.35 eV

=====

Here is a molecular structure, C29H22MnN5O4 in a non-equilibrium geometry from OMol25. Energies are from ωB97M-V with the def2-TZVPD basis set.

Structure (ORCA input):
```
! wB97M-V def2-TZVPD RIJCOSX def2/J DEFGRID3
* xyz 1 2
Mn -0.32550 0.57366 -0.35605
O -0.91237 1.98673 0.58964
C -1.92590 2.06556 1.40361
C -3.09132 2.74241 1.35121
C -4.04305 2.34523 2.45123
C -3.83241 0.09149 3.67204
C -3.43034 -0.85075 2.83472
C -2.41355 -0.32738 1.85100
C -1.19084 -1.17892 1.73117
N -0.12663 -0.69731 1.12151
N 1.03305 -1.28243 1.32683
C 2.09619 -0.99783 0.64037
O 1.99187 0.02514 -0.36483
C 3.32564 -1.70475 0.87032
C 4.51753 -1.48214 0.16519
C 5.63400 -2.25200 0.42369
C 5.60631 -3.23707 1.39849
C 4.44034 -3.45100 2.12374
C 3.31421 -2.70562 1.86137
H -3.37167 3.47697 0.61741
H -4.36563 3.23304 3.00110
H -4.55772 -0.03320 4.45452
H -3.76950 -1.86989 2.80495
H -1.13499 -2.12801 2.24486
H 4.59782 -0.69887 -0.57461
H 6.53534 -2.07971 -0.14571
H 6.48290 -3.83283 1.59480
H 4.41240 -4.21001 2.89000
H 2.40206 -2.87084 2.41069
O -1.39441 -0.45810 -3.93623
C -1.32548 -0.26043 -2.74519
O -0.22062 -0.07738 -2.07061
C -2.51857 -0.20992 -1.82459
C -3.85991 -0.24283 -2.17223
C -4.77560 0.00711 -1.16840
C -4.37655 0.15943 0.17125
C -5.39142 0.63179 1.10853
C -5.28006 1.61575 2.00126
C -3.18836 1.41535 3.38037
C -1.99725 1.03773 2.50700
C -3.02216 -0.06843 0.46015
N -2.14403 -0.10558 -0.54260
H -4.13932 -0.40195 -3.20073
H -5.82254 0.11435 -1.40784
H -6.37872 0.22513 0.92915
H -6.17784 1.89516 2.53513
H -2.90020 1.94982 4.28415
H -1.05962 0.92729 3.05447
N 4.10263 -1.32595 -5.25266
C 3.54879 -0.98195 -4.08313
C 3.65463 0.32609 -3.55719
C 3.09863 0.62855 -2.34859
N 2.44900 -0.31740 -1.63544
C 2.30476 -1.57365 -2.10374
C 2.83951 -1.92685 -3.30377
H 4.56151 -0.64625 -5.83468
H 3.96449 -2.24895 -5.62520
H 4.16549 1.09382 -4.11498
H 3.13622 1.61377 -1.90901
H 1.73507 -2.25643 -1.48952
H 2.70309 -2.93054 -3.66954
*
```

E_LUMO (spin up / spin down) = -0.138 / -0.139 hartree
orbital gap (spin up / spin down) = 5.70 / 5.70 eV

=====

Here is 2 unconnected molecules or ions with the total composition C29H22N6O6S in a non-equilibrium geometry from OMol25. Energies are from ωB97M-V with the def2-TZVPD basis set.

Structure (ORCA input):
```
! wB97M-V def2-TZVPD RIJCOSX def2/J DEFGRID3
* xyz 0 1
C -4.21765 -4.49794 2.88758
C -4.12153 -3.87800 4.13685
C -3.35763 -2.71802 4.29521
C -2.68016 -2.18112 3.19635
C -1.86011 -0.89486 3.33973
C -2.68064 0.30654 2.86389
C -2.49380 1.53413 3.51115
C -2.98390 2.72224 2.95766
C -3.80540 2.67008 1.82448
C -4.13330 1.42531 1.28251
C -3.60851 0.24878 1.82061
C -0.47405 -0.99839 2.62859
C 0.17137 -2.36434 2.76791
C 1.52510 -2.37458 2.12041
N 2.31091 -1.36856 2.82297
C 3.70118 -1.38412 2.88472
C 4.20705 -0.23727 3.49506
C 5.58502 -0.11123 3.66025
C 6.42954 -1.05909 3.05853
C 5.90459 -2.17660 2.38431
C 4.51473 -2.37486 2.32928
S 2.92754 0.87259 3.87670
C 1.70909 -0.21212 3.21396
N 0.43989 0.06793 3.08336
C -2.79393 -2.78206 1.93725
C -3.54843 -3.95428 1.79027
H -4.80437 -5.41035 2.77116
H -4.63403 -4.30013 4.99969
H -3.26015 -2.22830 5.26953
H -1.62180 -0.76171 4.40805
H -1.88618 1.53470 4.41510
H -2.68688 3.66842 3.41936
H -4.20836 3.58811 1.38247
H -4.81414 1.36175 0.43052
H -3.92821 -0.71307 1.42217
H -0.62665 -0.79740 1.55248
H 0.24057 -2.58437 3.84221
H -0.45310 -3.14218 2.31817
H 2.00113 -3.34584 2.24174
H 1.47379 -2.13874 1.04199
H 5.96350 0.71382 4.25946
H 7.51140 -0.93269 3.10984
H 6.55998 -2.90675 1.90070
H 4.07030 -3.26123 1.85626
H -2.26879 -2.33905 1.08014
H -3.58583 -4.42887 0.81078
O 3.56886 5.94745 3.22731
N 3.41755 5.07169 2.35418
O 4.15740 5.01080 1.33991
C 2.36471 4.07167 2.43471
C 2.23004 3.10651 1.41852
C 1.15298 2.20470 1.46231
N 1.06120 1.14688 0.46734
O 2.10367 0.84607 -0.14903
O -0.04607 0.57520 0.25773
C 0.25283 2.12010 2.57472
C 0.52988 2.96189 3.66956
N 0.26427 2.78479 5.05115
O -0.38395 1.97475 5.70915
O 1.03209 3.74534 5.72862
N 1.83234 4.45134 4.85464
C 1.55587 3.93037 3.62577
H 2.97220 3.03369 0.62974
H -0.77933 1.79388 2.37978
*
```

SMILES string = O=[N+]([O-])c1cc([N+](=O)[O-])c2no[n+]([O-])c2c1.c1ccc(C(c2ccccc2)[C@@H]2CCN3C(=N2)Sc2ccccc23)cc1
E_LUMO = -0.060 hartree
orbital gap = 6.76 eV

=====

Here is a molecular structure, C29H23CdN3O2P from OMol25. Energies are from ωB97M-V with the def2-TZVPD basis set.

Structure (ORCA input):
```
! wB97M-V def2-TZVPD RIJCOSX def2/J DEFGRID3
* xyz 1 1
Cd 0.26473 0.81717 -0.01425
C 4.86367 0.56637 -0.16230
C 5.25466 1.86559 0.10207
C 4.29388 2.86029 0.18196
C 2.96424 2.53027 -0.00203
N 2.58811 1.26863 -0.24612
C 3.51441 0.31533 -0.32448
C 1.86896 3.55928 0.05553
C 2.10056 4.91817 0.17206
C 1.01065 5.77377 0.19503
C -0.27283 5.26558 0.09825
C -0.42781 3.89499 -0.00856
N 0.62722 3.09141 -0.02847
C -1.76295 3.22087 -0.15146
C -2.93375 3.89229 0.13802
C -4.14660 3.24997 -0.06036
C -4.14953 1.95970 -0.54986
C -2.93429 1.34342 -0.79384
N -1.76245 1.95160 -0.59608
H 5.58021 -0.24000 -0.23327
H 6.29944 2.10697 0.24857
H 4.58873 3.87682 0.39645
H 3.14739 -0.68375 -0.52135
H 3.10251 5.31607 0.22818
H 1.16390 6.84207 0.27492
H -1.12613 5.92674 0.09118
H -2.90718 4.89925 0.52834
H -5.07409 3.75785 0.17126
H -5.06982 1.42023 -0.72635
H -2.89378 0.32460 -1.15347
O -0.65596 -0.63094 3.85057
C -0.16227 -0.56079 2.74983
O 0.08737 0.53939 2.09703
C 0.25623 -1.86360 2.05640
P 0.22471 -1.83948 0.23166
C 0.82977 -3.47313 -0.27904
C 2.20199 -3.61336 -0.47753
C 2.75065 -4.84864 -0.78799
C 1.92224 -5.95511 -0.91154
C 0.55169 -5.82107 -0.72183
C 0.00233 -4.58478 -0.40630
C -1.56893 -1.91886 -0.14009
C -1.95334 -2.08656 -1.47516
C -3.29119 -2.22486 -1.81279
C -4.26780 -2.16796 -0.82163
C -3.89721 -1.97271 0.50044
C -2.55170 -1.86143 0.84418
H -0.36394 -2.68092 2.42317
H 1.28305 -2.08359 2.35722
H 2.85550 -2.75245 -0.38588
H 3.81822 -4.94504 -0.93748
H 2.34328 -6.92110 -1.15923
H -0.09507 -6.68374 -0.81702
H -1.06949 -4.49767 -0.26122
H -1.19992 -2.13724 -2.25463
H -3.57509 -2.37746 -2.84672
H -5.31255 -2.28463 -1.08256
H -4.65180 -1.92366 1.27472
H -2.28283 -1.72017 1.88384
*
```

E_LUMO = -0.122 hartree
orbital gap = 7.88 eV

=====

Here is a molecular structure, C29H23F6N7O9S3Ta in a non-equilibrium geometry from OMol25. Energies are from ωB97M-V with the def2-TZVPD basis set.

Structure (ORCA input):
```
! wB97M-V def2-TZVPD RIJCOSX def2/J DEFGRID3
* xyz 1 1
Ta 0.09111 -0.73084 -0.99598
O -0.34830 -0.52548 0.81886
C 0.07416 -0.80326 2.07340
C -0.17295 0.11804 3.08238
C 0.21580 -0.17321 4.37665
C 0.85311 -1.37536 4.66835
C 1.12031 -2.27263 3.65458
C 0.74104 -1.99600 2.33894
C 1.07813 -2.87916 1.23575
N 1.01196 -2.58541 -0.06157
C 1.54396 -3.66548 -0.75027
C 1.91421 -4.61226 0.13913
N 1.61068 -4.10432 1.38099
H -0.66361 1.04789 2.83231
H 0.02469 0.54148 5.16591
H 1.15093 -1.60255 5.68216
H 1.64820 -3.18725 3.89359
H 1.61696 -3.68355 -1.82274
H 2.35200 -5.58434 0.00357
H 1.74632 -4.57776 2.25781
C -3.85512 4.88307 3.43869
C -3.68290 3.85482 2.35715
C -3.20567 2.57774 2.65244
C -3.07772 1.61791 1.66440
C -3.41838 1.93882 0.35803
C -3.91787 3.19320 0.04266
C -4.04194 4.14377 1.04335
S -3.27502 0.69097 -0.88033
O -3.89012 1.18540 -2.07173
O -3.64414 -0.54641 -0.27439
N -1.62202 0.61179 -1.13845
C -0.95079 1.70267 -1.62532
C -1.37943 2.92644 -2.14433
C -0.40207 3.80503 -2.55502
C 0.95741 3.47569 -2.47905
C 1.30021 2.24215 -1.99459
N 0.35514 1.39565 -1.55883
H -3.25380 4.64407 4.31446
H -4.89894 4.93054 3.75456
H -3.57480 5.87538 3.08680
H -2.95459 2.32884 3.67721
H -2.74827 0.61449 1.89877
H -4.23932 3.40682 -0.96777
H -4.43791 5.12260 0.80214
H -2.42896 3.14050 -2.25772
H -0.69446 4.76307 -2.96500
H 1.72144 4.16233 -2.81007
H 2.32796 1.91241 -1.93724
O 1.76316 -0.88767 -2.21804
N 2.98448 -0.65898 -1.82884
N 3.02086 -0.24919 -0.64593
O 1.91908 -0.05969 0.02823
C 4.27737 0.03886 0.00379
C 4.23665 0.51202 1.30401
C 5.43916 0.79120 1.93648
C 6.64067 0.59551 1.27304
C 6.65160 0.11686 -0.03178
C 5.46512 -0.16861 -0.68350
H 3.28960 0.65600 1.80260
H 5.43211 1.16378 2.95144
H 7.57439 0.81550 1.77235
H 7.58977 -0.03670 -0.54667
H 5.46008 -0.54371 -1.69620
F 0.37643 -1.18590 -5.41225
C -0.70160 -1.27601 -4.65742
F -0.72637 -0.20800 -3.83708
F -1.78021 -1.28246 -5.40183
S -0.58284 -2.85660 -3.63574
O -0.27465 -2.27498 -2.25929
O 0.53348 -3.57224 -4.14122
N -1.89180 -3.64724 -3.65692
S -3.14831 -3.06375 -2.81439
O -4.33528 -3.73230 -3.19783
O -3.05560 -1.63505 -2.78032
C -2.78222 -3.70906 -1.08064
F -3.90826 -4.04848 -0.49288
F -1.97532 -4.76408 -1.13680
F -2.16818 -2.77737 -0.32100
*
```

E_LUMO = -0.147 hartree
orbital gap = 7.60 eV

=====

| no. | E_tot (Eh) |
| --- | --- |
| 1 | -4829.17368 |
| 2 | -3853.32021 |
| 3 | -2195.21135 |
| 4 | -2843.67732 |
| 5 | -2296.08680 |
| 6 | -1942.62826 |
| 7 | -4029.97966 |